Here is a single C3H7NO molecule at a distorted geometry from OMol25. Energies are from ωB97M-V/def2-TZVPD.

Calculated values
HOMO-LUMO gap ... 10.51 eV
SMILES ... CCC(N)=O
Energy above the lowest of the compared OMol25 structures with the same formula, charge and spin ... 1.077 eV
LUMO level ... 0.919 eV
E_tot ... -6761.673 eV
Multiplicity ... 1

Bonds (Å) are listed after each position.
Atoms and positions in Å:
1 O -0.79 -1.65 1.53  C12 1.201
2 N 0.61 -1.45 -0.28  H4 1.008, H5 1.004, C12 1.366
3 H -1.04 0.78 -1.13  C11 1.100
4 H 1.08 -2.34 -0.19  N2 1.008
5 H 0.57 -1.16 -1.24  N2 1.004
6 H 0.67 0.93 1.32  C7 1.091
7 C -0.21 0.65 0.73  H6 1.091, H9 1.089, C11 1.529, C12 1.650
8 H 0.89 1.01 -1.14  C11 1.090
9 H -1.23 0.80 1.07  C7 1.089
10 H -0.30 2.25 -0.71  C11 1.110
11 C -0.10 1.16 -0.71  H3 1.100, C7 1.529, H8 1.090, H10 1.110
12 C -0.15 -0.99 0.75  O1 1.201, N2 1.366, C7 1.650